Here is an isolated molecule of C3H4NOP at a distorted geometry from the OMol25 dataset. Energies are from the ωB97M-V functional and the def2-TZVPD basis.

CARTESIAN COORDINATES (ANGSTROEM)
C 0.088 -1.307 0.374
C -0.553 -0.969 1.739
C -0.005 0.189 0.135
N -0.605 0.345 1.404
O -0.744 -1.605 2.735
P 0.591 -2.672 -0.378
H 0.925 0.752 -0.018
H -0.565 0.300 -0.737
H -0.442 1.005 2.127
H 1.157 -1.975 -1.535

Values from the calculation:
- LUMO level (eV) = -0.4
- highest occupied orbital energy (eV) = -9.93
- orbital gap (eV) = 9.5
- energy relative to the best compared isomer or geometry (same formula, charge and spin) (kcal/mol) = 21.3
- max |F| (hartree/bohr) = 0.0554
- multiplicity = 1